# 1
C47H49AsN3O5RuTe2 as an isolated structure in a non-equilibrium geometry. Source: the Open Molecules 2025 dataset; level of theory: wB97M-V/def2-TZVPD.

Computed properties:
2S+1 = 6
LUMO energy (spin up / spin down) = -5.850 / -6.653 eV
HOMO energy (spin up / spin down) = -0.45405 / -0.45655 hartree
HOMO-LUMO gap (spin up / spin down) = 6.51 / 5.77 eV
total charge = +2

CARTESIAN COORDINATES (ANGSTROEM)
1 Ru 0.108323 0.162520 0.139567
2 O 0.719277 -3.679108 -6.670657
3 C 1.267686 -2.464335 -6.494679
4 O 2.187900 -2.107156 -7.168040
5 C 0.708194 -1.608850 -5.389627
6 C 0.502808 -0.245686 -5.601802
7 C 0.118715 0.579226 -4.557647
8 C -0.038242 0.050014 -3.276260
9 C 0.144262 -1.309796 -3.083632
10 C 0.507969 -2.141097 -4.129414
11 N -0.394172 0.797047 -2.100325
12 C -0.575472 2.040959 -2.105207
13 C -1.055423 2.712948 -0.867195
14 C -1.516860 4.008554 -0.884388
15 C -2.068408 4.544872 0.272524
16 C -2.148477 3.757547 1.405202
17 C -1.634499 2.471733 1.359762
18 N -1.089664 1.960650 0.248507
19 H -0.081960 -3.782955 -6.143996
20 H 0.644175 0.166794 -6.592834
21 H -0.041031 1.631851 -4.756053
22 H 0.019973 -1.725396 -2.094819
23 H 0.668443 -3.199154 -3.945619
24 H -0.412240 2.652607 -2.989512
25 H -1.449672 4.585204 -1.802106
26 H -2.438918 5.563476 0.285564
27 H -2.592879 4.134108 2.317914
28 H -1.641855 1.817457 2.220004
29 C 5.277262 -2.843086 -4.265567
30 C 4.393521 -1.937772 -3.433289
31 C 4.257529 -0.539959 -3.779819
32 C 3.433826 0.349068 -3.164899
33 C 3.217038 1.758132 -3.723123
34 O 2.705728 2.624209 -3.042824
35 C 3.596795 2.136211 -5.135218
36 C 3.408010 1.339147 -6.265064
37 C 3.702158 1.828902 -7.532570
38 C 4.205684 3.112757 -7.682944
39 C 4.390461 3.918221 -6.564840
40 C 4.069569 3.438478 -5.306111
41 C 2.795910 -0.086595 -1.920146
42 O 2.149060 0.702033 -1.216476
43 C 2.967511 -1.506574 -1.515147
44 C 3.717658 -2.398649 -2.364759
45 C 2.486786 -1.885809 -0.285632
46 N 1.732833 -0.995878 0.453356
47 C 2.422065 -0.430188 1.643179
48 C 1.898825 0.990266 1.956337
49 Te 3.420044 2.234043 2.851879
50 C 3.787745 3.256784 1.055845
51 C 2.848515 4.174919 0.590852
52 C 3.081797 4.852066 -0.600214
53 C 4.250654 4.620625 -1.315068
54 C 5.186249 3.712083 -0.844835
55 C 4.958539 3.023825 0.344213
56 C 2.796225 -3.148985 0.423165
57 C 1.771848 -3.766027 1.151578
58 C 2.025359 -4.924943 1.867707
59 C 3.310155 -5.461038 1.888252
60 C 4.336118 -4.837015 1.190384
61 C 4.083174 -3.686833 0.456876
62 H 5.687506 -2.317435 -5.128860
63 H 4.721819 -3.708129 -4.636029
64 H 6.113843 -3.219993 -3.673723
65 H 4.849767 -0.183827 -4.612160
66 H 2.988017 0.348469 -6.189915
67 H 3.527706 1.198674 -8.398563
68 H 4.445474 3.489343 -8.670646
69 H 4.779913 4.923222 -6.676281
70 H 4.196372 4.063197 -4.429704
71 H 3.751649 -3.456390 -2.123010
72 H 3.488853 -0.375184 1.432222
73 H 2.297767 -1.080100 2.505201
74 H 1.045092 0.970446 2.624619
75 H 1.662455 1.557081 1.039674
76 H 1.952581 4.379693 1.166314
77 H 2.361761 5.579567 -0.957968
78 H 4.435729 5.162361 -2.235391
79 H 6.102008 3.538226 -1.397834
80 H 5.693622 2.319758 0.713338
81 H 0.773964 -3.339562 1.128647
82 H 1.222644 -5.417568 2.406812
83 H 3.511934 -6.362592 2.453729
84 H 5.340094 -5.242747 1.221427
85 H 4.895467 -3.184894 -0.053847
86 C -3.472089 -0.206302 -1.447906
87 Te -2.214310 -1.521913 -0.331884
88 C -3.560788 -1.555827 1.299280
89 H -4.392319 -0.094055 -0.879139
90 H -3.690460 -0.643265 -2.419957
91 H -2.987595 0.756721 -1.570213
92 H -3.538234 -0.597296 1.810237
93 H -3.263685 -2.355977 1.970310
94 H -4.543381 -1.761764 0.884146
95 C 0.968427 -1.560387 4.712617
96 As -0.720109 -0.988171 4.015240
97 C -1.971703 -2.323227 4.565727
98 C -1.163481 0.624005 4.942506
99 O -0.747523 -0.777713 2.353322
100 H 0.820418 -1.831842 5.759416
101 H 1.701972 -0.760096 4.654792
102 H 1.313078 -2.432146 4.159165
103 H -1.790070 -2.568296 5.612223
104 H -1.828039 -3.210697 3.956210
105 H -2.985773 -1.952311 4.452816
106 H -1.060968 0.465069 6.016233
107 H -2.191677 0.895804 4.716682
108 H -0.488087 1.417910 4.632046

Forces on the atoms, in the same order (eV/Å):
-0.878 -0.940 -0.608
0.009 0.057 0.089
-0.092 -0.025 -0.049
0.105 0.215 -0.021
0.065 0.029 -0.144
-0.078 0.004 0.056
-0.027 0.166 0.019
-0.084 0.119 0.280
0.017 -0.107 0.049
-0.002 -0.146 0.145
0.145 -1.012 -0.382
-0.123 1.103 0.134
0.176 -0.424 -0.320
-0.087 0.403 -0.204
-0.026 0.158 -0.124
-0.032 -0.042 0.143
0.134 -0.017 -0.342
-0.272 0.739 0.393
-0.053 -0.013 0.012
0.021 -0.008 0.041
0.041 -0.032 -0.008
0.029 -0.064 0.098
0.004 0.084 0.008
-0.133 0.117 0.021
-0.043 -0.036 0.141
0.027 -0.083 -0.032
0.052 -0.038 -0.046
0.010 -0.061 0.066
-0.134 0.143 -0.040
0.292 0.068 -0.249
0.097 -0.086 -0.182
0.020 0.212 -0.155
-0.136 -0.190 0.078
-0.106 -0.263 0.198
0.079 -0.227 0.030
0.034 0.006 0.045
-0.045 -0.043 0.048
-0.010 0.014 -0.026
-0.015 -0.012 0.006
0.144 0.033 0.089
-0.059 -0.064 -0.282
-0.166 0.354 0.176
0.039 0.023 -0.167
-0.109 -0.032 0.229
0.239 0.327 -0.156
0.658 -0.415 1.087
-0.042 0.309 -0.242
0.435 -0.316 -0.033
-0.087 0.047 0.135
-0.004 -0.016 -0.004
0.102 0.096 -0.203
-0.012 -0.040 0.092
-0.006 0.035 0.052
0.018 -0.038 0.060
-0.040 0.084 -0.146
-0.143 -0.011 0.061
0.012 -0.046 -0.043
0.021 -0.006 0.004
-0.038 0.031 -0.011
-0.018 -0.011 0.010
0.034 0.037 0.021
-0.053 -0.039 0.062
0.015 0.084 0.031
-0.034 0.047 -0.014
-0.058 -0.026 -0.211
0.091 -0.211 0.106
0.047 0.069 0.083
-0.009 -0.023 0.071
-0.027 -0.061 0.004
-0.016 -0.021 -0.074
-0.013 0.102 0.049
0.115 -0.055 -0.092
-0.046 -0.164 0.017
-0.148 0.024 -0.003
0.241 -0.002 0.267
0.025 0.008 0.004
0.037 -0.056 0.007
-0.017 -0.036 0.067
-0.035 0.014 0.029
-0.015 0.006 -0.009
0.026 -0.004 0.019
0.083 0.044 -0.053
-0.012 0.041 -0.034
-0.062 0.022 0.002
-0.031 -0.013 -0.014
0.039 -0.076 -0.130
-0.256 -0.156 -0.236
0.108 0.066 0.118
0.009 -0.002 -0.042
0.015 0.032 0.058
-0.033 0.006 0.020
-0.020 -0.028 0.022
-0.016 0.026 -0.009
-0.026 -0.022 0.039
0.020 -0.071 0.083
-0.032 0.000 -0.243
0.009 -0.017 0.093
-0.015 0.023 0.099
0.154 0.243 0.104
0.046 0.011 -0.046
0.038 0.033 -0.012
0.036 -0.020 -0.009
-0.028 -0.001 -0.019
-0.007 -0.081 -0.036
-0.077 0.009 -0.037
-0.014 0.023 -0.020
-0.049 0.044 -0.010
0.037 0.065 -0.002



# 2
C47H50IN7P2S2Sr as an isolated structure. Source: the Open Molecules 2025 dataset; level of theory: wB97M-V/def2-TZVPD.

Computed properties:
LUMO energy = 0.150 eV
HOMO energy = -0.23188 hartree
HOMO-LUMO gap = 6.46 eV
total charge = 0

CARTESIAN COORDINATES (ANGSTROEM)
1 Sr -0.244343 -1.644615 1.839031
2 N -1.600442 1.969494 5.201347
3 C -2.854021 1.630633 4.740664
4 C -2.638005 0.854330 3.645471
5 N -1.285307 0.736863 3.413750
6 C -0.682697 1.387497 4.382633
7 C 0.752638 1.392872 4.620851
8 N 1.623290 0.718709 3.914560
9 C 2.839460 0.910445 4.521934
10 C 2.701817 1.719825 5.609056
11 N 1.361471 2.020874 5.668123
12 H -1.424037 2.518191 6.020175
13 H -3.755967 1.950752 5.237196
14 H -3.360355 0.378293 2.996682
15 H 3.737045 0.444369 4.144629
16 H 3.405322 2.089032 6.338029
17 H 0.939103 2.588916 6.376847
18 C 0.307791 3.599367 0.191612
19 C -1.077189 2.926723 0.344131
20 P -1.523830 1.315536 -0.485027
21 C -3.304749 1.269128 0.008424
22 C -3.925752 2.181291 0.860495
23 C -5.279544 2.067273 1.162389
24 C -6.036321 1.042713 0.614434
25 C -5.429453 0.130949 -0.240465
26 C -4.083340 0.249633 -0.543676
27 C -1.753735 1.899087 -2.224670
28 C -0.910938 1.417653 -3.226566
29 C -1.054557 1.843538 -4.542885
30 C -2.053799 2.746961 -4.875400
31 C -2.914650 3.214404 -3.888722
32 C -2.767194 2.792446 -2.575107
33 C 1.586493 2.768879 0.374524
34 P 2.162606 2.219230 -1.293074
35 C 2.791411 3.837576 -1.924958
36 C 3.765854 4.579368 -1.257537
37 C 4.202792 5.791336 -1.769806
38 C 3.680049 6.273134 -2.966800
39 C 2.725378 5.536362 -3.649210
40 C 2.281637 4.324727 -3.126129
41 C 3.771634 1.405190 -0.948292
42 C 4.641611 1.226047 -2.029581
43 C 5.838283 0.546182 -1.871047
44 C 6.182667 0.025805 -0.625845
45 C 5.327620 0.197860 0.449404
46 C 4.125032 0.880878 0.288904
47 H 0.310789 4.404141 0.929154
48 H 0.361584 4.090573 -0.786664
49 H -1.812731 3.667432 0.024641
50 H -1.247566 2.701683 1.399446
51 H -3.368443 2.995538 1.307984
52 H -5.738438 2.788392 1.830926
53 H -7.089721 0.953965 0.854262
54 H -6.008212 -0.683302 -0.663148
55 H -3.620278 -0.461168 -1.215989
56 H -0.143899 0.697629 -2.968138
57 H -0.386078 1.464709 -5.309559
58 H -2.167554 3.083453 -5.899637
59 H -3.708199 3.906502 -4.147106
60 H -3.457726 3.152132 -1.820402
61 H 1.406688 1.915841 1.029166
62 H 2.377413 3.369476 0.821799
63 H 4.204915 4.194614 -0.342102
64 H 4.957478 6.359124 -1.239774
65 H 4.026233 7.219586 -3.366736
66 H 2.327580 5.901656 -4.588758
67 H 1.529868 3.746021 -3.654665
68 H 4.375155 1.627707 -3.003684
69 H 6.498349 0.412455 -2.720859
70 H 7.114559 -0.513251 -0.500960
71 H 5.576827 -0.230431 1.413626
72 H 3.458037 0.984358 1.136853
73 C 1.046659 -1.880963 -1.877280
74 C 1.726041 -2.991515 -1.131371
75 C 2.391464 -3.977529 -1.900215
76 C 3.020748 -5.000664 -1.271834
77 C 3.049024 -5.052746 0.139290
78 C 3.723222 -6.090644 0.811466
79 C 3.772253 -6.080495 2.176909
80 C 3.159411 -5.045278 2.896688
81 C 2.461586 -4.010982 2.287673
82 S 1.794990 -2.764022 3.312423
83 C 2.386630 -4.014099 0.853458
84 N 1.705100 -3.017206 0.186704
85 H 0.286813 -2.286439 -2.542654
86 H 1.778181 -1.338225 -2.482112
87 H 0.564054 -1.178839 -1.201700
88 H 2.381166 -3.904747 -2.981617
89 H 3.523724 -5.778577 -1.838419
90 H 4.199751 -6.873796 0.231181
91 H 4.291540 -6.869782 2.709500
92 H 3.223454 -5.033556 3.976233
93 C -4.321142 -4.925954 -3.270429
94 N -3.714712 -3.786616 -2.582867
95 C -3.364793 -3.722665 -1.271799
96 S -2.076980 -2.733270 -0.809699
97 N -4.051581 -4.398907 -0.350266
98 C -5.344691 -5.049203 -0.511214
99 H -4.284264 -4.723864 -4.336888
100 H -5.363653 -5.062222 -2.993950
101 H -3.780203 -5.855249 -3.075247
102 H -3.079007 -3.236805 -3.131069
103 H -3.805929 -4.118285 0.592667
104 H -6.084163 -4.378323 -0.954548
105 H -5.691074 -5.337262 0.478013
106 H -5.273147 -5.949830 -1.118490
107 I -4.246706 -2.641170 2.514482
108 C -2.204029 -2.669054 3.294178
109 H -2.033869 -3.736225 3.471894
110 H -2.333246 -2.209605 4.280776

Forces on the atoms, in the same order (eV/Å):
-0.426 0.390 -0.305
-0.009 -0.055 0.015
-0.002 -0.051 0.013
0.060 0.108 -0.267
0.115 -0.504 -0.143
-0.311 0.081 -0.017
0.237 0.020 0.119
-0.042 -0.026 -0.240
0.008 -0.037 -0.164
-0.027 -0.058 -0.018
-0.009 0.054 0.021
0.051 0.037 0.106
0.103 -0.023 -0.062
0.070 0.043 0.122
-0.113 0.008 0.023
-0.074 -0.035 -0.088
-0.083 0.054 0.053
-0.222 -0.013 -0.160
0.421 -0.177 -0.058
0.007 0.565 -0.005
-0.020 0.000 -0.006
-0.013 0.023 0.075
0.019 0.015 -0.018
0.038 0.007 0.023
-0.057 0.017 -0.016
0.030 -0.008 0.002
0.053 -0.215 -0.085
-0.079 -0.041 0.079
0.039 -0.001 0.003
0.026 -0.002 0.045
0.006 0.026 0.011
0.068 0.040 -0.051
-0.179 -0.157 -0.150
0.160 -0.089 -0.034
-0.099 -0.111 -0.082
0.052 0.033 -0.026
-0.033 -0.041 -0.001
0.027 -0.001 0.031
-0.009 -0.025 0.028
-0.039 -0.001 0.006
-0.075 0.038 -0.107
0.033 -0.041 0.035
-0.050 0.014 0.032
0.043 0.051 -0.065
-0.074 -0.113 0.024
-0.013 -0.044 0.065
0.038 0.089 -0.032
-0.144 0.050 0.058
-0.078 0.004 0.105
0.025 0.098 0.125
-0.057 -0.102 -0.015
0.020 -0.049 -0.047
0.059 -0.014 -0.005
0.054 0.055 -0.004
0.007 -0.072 0.024
0.029 0.053 -0.026
-0.052 0.016 0.067
-0.003 -0.033 0.044
0.037 -0.026 0.027
0.014 -0.009 -0.001
0.010 -0.125 0.039
-0.011 0.045 0.171
-0.035 0.023 -0.022
0.000 -0.004 -0.015
-0.017 -0.054 0.018
-0.011 -0.023 0.044
0.020 0.037 0.024
0.022 -0.029 0.059
-0.020 0.013 0.057
-0.053 0.016 -0.002
-0.008 0.056 -0.029
0.029 -0.009 0.023
0.086 -0.015 0.103
0.089 -0.051 0.278
-0.011 -0.010 -0.095
0.040 -0.027 -0.054
-0.176 0.200 0.058
0.059 -0.062 0.004
-0.004 0.003 0.019
-0.069 0.008 -0.167
0.091 -0.086 0.074
0.307 0.003 0.202
0.117 -0.161 -0.107
-0.089 0.014 -0.057
-0.067 0.023 -0.025
0.004 0.039 0.059
-0.031 0.114 0.023
-0.026 0.019 0.047
-0.022 0.034 0.041
-0.024 0.051 0.026
-0.025 0.053 -0.001
-0.010 -0.009 0.015
0.038 0.088 0.083
-0.056 -0.132 0.061
-0.277 -0.105 0.306
0.341 0.156 -0.304
-0.037 -0.256 -0.458
0.100 0.054 0.087
0.039 0.021 -0.031
0.064 0.051 -0.119
0.010 0.014 0.011
0.085 0.069 -0.182
-0.029 -0.117 0.103
0.017 0.022 0.016
0.019 0.067 0.044
-0.014 -0.007 0.114
-0.118 0.209 0.376
0.313 0.028 -0.046
-0.136 0.013 0.059
-0.083 -0.079 -0.009



The records above yield M values of 1167.1 1053.6 g/mol, respectively.
The records above yield energy relative to the best compared isomer or geometry (same formula, charge and spin) values of 1.106 1.139 eV, respectively.